# 1
14 unconnected molecules or ions with the total composition C32H92O14 in a non-equilibrium geometry, computed with the ωB97M-V functional and the def2-TZVPD basis.

Structure (XYZ):
```
138
Properties=species:S:1:pos:R:3:forces:R:3
O 26.253 14.692 -18.596 -0.7999 -1.1899 -1.8490
O 23.549 11.901 -25.945 1.7982 -0.3110 -0.9690
O 22.445 8.833 -22.724 0.6393 0.0082 0.0636
O 27.028 12.632 -20.528 0.5055 0.4377 -1.4070
O 28.814 15.931 -22.423 0.4359 0.4722 -0.4740
O 23.816 17.227 -15.669 0.9965 0.0406 -0.8596
O 23.524 10.734 -16.144 0.9699 0.6534 -0.0697
O 22.990 16.911 -20.453 0.0056 -0.0769 1.1793
O 24.365 18.357 -24.083 0.0327 0.1890 -0.1842
O 24.943 17.077 -18.304 0.6711 -0.1302 -0.3820
O 24.848 21.658 -17.256 -0.3801 2.1215 0.8248
O 28.031 13.196 -22.914 1.0532 -0.1885 -0.2840
O 20.030 12.640 -21.790 3.8541 -0.7397 -1.1876
O 22.150 16.992 -23.173 -0.1335 -0.0641 1.2203
C 21.802 9.722 -21.805 -0.1658 -0.0205 0.8703
C 28.226 15.811 -21.164 -0.5231 1.4230 1.0083
C 27.856 15.421 -17.121 1.2294 -0.1761 0.7606
C 24.705 19.230 -23.007 -0.4635 0.2874 0.6490
C 23.448 19.937 -22.486 0.6016 -0.0065 -0.1897
C 26.990 13.725 -23.694 1.3406 -0.4738 -0.7393
C 22.980 15.512 -20.197 0.3702 -0.7681 -1.1503
C 23.887 14.792 -21.174 0.6915 -0.7211 0.6573
C 26.715 11.350 -20.072 -0.1215 0.1183 1.6339
C 22.241 12.313 -25.822 -0.4599 0.7955 1.4068
C 27.615 13.979 -25.075 -0.2845 1.0511 -0.0875
C 22.824 10.634 -21.064 -0.2165 -0.3812 0.0909
C 25.487 20.606 -19.274 0.7974 -0.6631 -0.3752
C 22.463 11.603 -16.484 -1.3635 -0.0715 -1.1013
C 22.983 12.889 -17.181 0.9131 -1.1048 0.8504
C 19.297 13.466 -19.732 0.4811 -0.3038 1.1236
C 18.957 12.651 -20.969 -1.4880 1.9501 -0.1549
C 17.945 13.378 -21.855 -2.1610 0.2582 1.2238
C 20.815 8.896 -20.893 0.5438 1.0992 -0.9721
C 24.778 20.477 -17.953 -0.4888 -1.9633 -0.6375
C 22.161 17.730 -14.027 -0.6805 0.1251 0.2847
C 19.838 16.312 -23.264 0.2149 -0.2683 -0.0883
C 23.340 20.012 -18.164 -0.1700 0.4348 0.1264
C 21.486 10.850 -17.396 -0.3593 0.1388 -0.4371
C 27.930 17.205 -20.536 -0.1748 -1.0856 -0.2819
C 26.853 10.282 -21.115 -0.6814 0.5850 -0.4281
C 26.606 14.569 -17.279 1.6690 0.5212 1.6064
C 25.899 12.748 -23.876 -1.7851 0.0429 0.2835
C 22.545 16.886 -15.252 -2.3041 0.7998 0.3362
C 21.557 17.049 -16.460 0.9058 0.9023 1.1900
C 21.074 16.785 -24.030 -1.2173 0.1367 -0.6826
C 22.103 13.186 -24.559 0.0535 -0.4293 -0.1266
H 18.206 14.428 -21.992 0.3616 -0.1304 0.1903
H 19.000 15.959 -23.865 0.4042 -0.2974 -0.6409
H 21.155 13.722 -24.545 -0.1063 -0.1811 0.3579
H 21.958 10.338 -18.235 0.4863 0.2984 -0.0455
H 25.687 22.066 -17.483 0.0209 0.1417 0.1845
H 23.235 9.974 -15.633 -0.4070 0.1279 0.0804
H 21.241 18.089 -16.538 -0.0528 0.1940 0.1892
H 25.794 14.875 -16.620 -0.0465 -0.0247 0.1923
H 27.227 17.742 -21.173 0.1716 0.2028 -0.1727
H 23.508 13.446 -16.405 0.1901 0.2529 -0.0836
H 22.838 17.478 -23.634 0.6169 0.1768 -0.2742
H 22.741 17.532 -13.125 0.3155 -0.5580 -0.1243
H 17.741 12.993 -22.854 0.4068 -0.5776 0.0223
H 22.409 11.575 -20.703 -0.6343 -0.0226 -0.3089
H 20.649 16.467 -16.299 0.2008 -0.3391 -0.3672
H 20.779 11.560 -17.825 -0.1885 0.0159 0.0089
H 22.107 16.898 -17.389 -0.3098 -0.7262 -0.0754
H 25.704 11.435 -19.672 -0.2844 -0.6501 0.0531
H 23.375 15.262 -19.212 -0.2209 0.5795 0.2101
H 26.149 10.531 -21.908 0.1027 -0.0893 -0.2978
H 25.094 13.269 -24.394 0.0290 -0.2222 -0.5768
H 24.270 17.216 -18.970 -0.3056 0.1647 -0.6203
H 26.908 13.554 -17.022 -0.4002 -0.2622 -0.1682
H 27.857 10.266 -21.540 -0.0048 -0.2763 0.1177
H 25.758 15.514 -18.608 -0.5207 0.7784 -0.5178
H 23.727 20.576 -21.649 -0.0282 -0.2811 0.2343
H 27.092 14.812 -25.546 0.0119 0.0982 -0.1939
H 27.769 16.475 -17.386 -0.3746 -0.0718 0.0100
H 20.026 8.558 -21.564 -0.2288 -0.1324 0.1717
H 23.236 10.212 -20.148 0.2394 -0.5213 -0.2262
H 20.894 10.055 -16.944 0.0157 0.0839 0.6189
H 26.830 13.288 -19.855 -0.2325 0.5191 0.4055
H 23.719 12.581 -17.924 0.0486 0.1761 -0.2431
H 23.286 19.078 -18.723 0.2238 -0.0449 0.1781
H 24.394 16.969 -14.948 0.7587 -0.0856 0.2584
H 19.345 17.136 -22.749 0.5624 0.0349 0.6081
H 21.130 17.494 -13.765 -0.2174 -0.0217 0.0903
H 18.688 11.650 -20.633 -0.4250 -0.1831 -0.1111
H 26.566 20.699 -19.158 0.1987 0.2551 0.2398
H 18.563 13.281 -18.947 -0.1940 0.1876 -0.0394
H 20.142 15.488 -22.617 -0.2380 0.1356 0.3620
H 28.673 14.237 -25.035 -0.0489 0.1009 0.2960
H 22.908 13.906 -24.414 0.0259 0.2100 -0.6377
H 22.246 13.560 -17.622 -0.3283 -0.3972 0.0877
H 25.514 19.896 -23.308 -0.1318 0.2816 -0.1135
H 26.220 11.862 -24.425 -0.0670 0.0031 0.0715
H 22.227 18.816 -14.097 0.0078 0.0664 -0.7685
H 24.469 17.109 -17.473 -0.2427 0.0389 1.0121
H 25.179 17.894 -24.295 -0.0354 -0.3086 -0.2388
H 22.253 12.526 -23.703 -0.5716 -0.0082 0.3335
H 21.241 10.390 -22.458 -0.4357 0.1056 0.2760
H 25.402 12.493 -22.940 0.3263 -0.3232 0.3123
H 28.873 15.014 -22.702 0.1926 -0.4536 -0.5141
H 27.268 15.307 -21.290 -0.1407 -0.2649 0.4072
H 24.919 15.084 -20.979 0.1263 0.4737 -0.4365
H 28.647 14.990 -17.735 -0.1522 0.0161 -0.6185
H 27.526 13.136 -25.760 -0.1182 -0.2199 0.2797
H 25.209 19.728 -17.289 0.4742 -0.5168 -0.4512
H 28.821 17.801 -20.339 0.0334 -0.0518 -0.1930
H 25.394 19.692 -19.860 -0.2842 0.0022 -0.1146
H 22.469 15.865 -14.879 0.3331 -0.4298 -0.3249
H 26.507 9.326 -20.721 0.4198 -0.0639 0.0795
H 28.875 15.241 -20.500 -0.1067 -0.1842 0.2108
H 20.381 9.519 -20.111 -0.0114 0.0159 -0.0293
H 23.621 14.843 -22.230 -0.0601 0.2277 0.1164
H 20.759 17.712 -24.509 0.3090 0.2838 -0.3183
H 28.357 15.356 -16.155 -0.5142 0.1420 0.5346
H 21.270 8.020 -20.429 0.3179 0.1262 -0.0181
H 21.653 11.404 -25.696 -0.8060 0.2287 -0.3066
H 23.808 11.375 -25.185 -0.0630 -0.0373 0.1230
H 27.380 11.180 -19.225 0.0092 -0.5528 0.2367
H 19.810 12.193 -22.610 0.0255 0.0079 -0.0801
H 16.978 13.388 -21.353 -0.3731 0.1085 -0.0047
H 26.623 14.602 -23.161 -0.1869 0.4894 -0.5161
H 27.403 17.045 -19.595 0.0933 0.0003 0.0777
H 21.996 15.051 -20.287 -0.4144 0.3795 0.1585
H 22.076 7.949 -22.651 -0.0501 0.0548 0.1392
H 23.932 13.750 -20.858 -0.3137 -0.3883 -0.2240
H 21.970 12.900 -26.699 -0.0135 -0.3404 -0.1740
H 27.646 12.889 -22.090 -0.0999 -0.1046 0.8617
H 25.085 18.627 -22.181 0.1086 -0.0772 0.1493
H 21.905 11.945 -15.612 0.0446 -0.1658 0.3236
H 21.420 16.100 -24.804 -0.4685 -0.2727 -0.1964
H 19.504 14.535 -19.778 -0.6590 0.1689 -0.8379
H 22.572 17.047 -21.307 -0.1848 0.0128 -0.5116
H 22.867 19.873 -17.192 -0.1443 -0.0030 -0.0630
H 22.957 20.614 -23.184 0.0874 -0.2745 -0.3984
H 22.763 20.724 -18.755 -0.0397 0.3026 0.0871
H 23.630 10.932 -21.734 0.1131 -0.2623 -0.1007
H 25.144 21.467 -19.848 -0.2536 -0.0044 0.0187
H 22.757 19.155 -22.171 -0.1414 0.3362 0.1641
H 20.240 13.147 -19.289 0.1158 -0.6573 -0.1347
```
Forces are in eV/Å.

Properties
**⟨S²⟩**: 0.75
**Charge**: -1
**Energy above the lowest of the compared OMol25 structures with the same formula, charge and spin**: 0.0 kcal per mole
**LUMO level (alpha / beta)**: 2.04 / 1.97 eV
**Multiplicity**: 2
**Gap between HOMO and LUMO (alpha / beta)**: 0.054 / 0.357 Eh
**Electronic energy**: -63337.8603 eV

# 2
A molecular structure, C13H27ClIN2OP2Ru in a non-equilibrium geometry, computed with the ωB97M-V functional and the def2-TZVPD basis.

Structure (XYZ):
```
48
Properties=species:S:1:pos:R:3:forces:R:3
I 1.380 -0.774 2.279 -0.6150 1.0542 0.6196
Ru -0.588 -0.045 0.217 3.7131 -3.8511 -2.6367
Cl 1.458 1.396 0.326 -0.1896 -0.5517 1.1117
P -1.483 1.652 1.146 -1.9206 3.7057 1.6829
P 1.441 -1.629 -0.753 1.9458 -1.9481 -0.8302
O -0.526 -0.455 -2.497 2.3699 3.0419 3.5028
N -2.181 -1.420 -0.004 1.3104 -0.4426 0.3887
N -1.205 -3.120 1.311 0.3230 0.7092 0.4704
C 2.968 -2.095 0.186 -0.6250 0.1940 0.3295
C -1.644 3.054 0.031 0.1056 -0.2308 -0.2643
C -2.266 -2.648 0.588 0.1704 -0.3328 0.0640
C -3.136 -1.092 -0.902 -1.5844 0.0391 -0.0807
C -3.384 -3.502 0.394 0.5293 0.4512 0.2801
C 2.325 -1.141 -2.270 -0.5246 0.8618 -0.1232
C 0.088 0.373 -1.787 -4.7888 -2.2035 -4.1380
C 0.688 -3.211 -1.236 -0.5976 0.1699 0.5417
C 0.553 1.700 -2.339 0.1616 0.4505 -0.3733
C -4.313 -1.807 -1.038 0.5718 0.6883 -0.1763
C -0.662 2.297 2.614 0.4955 -0.4535 0.1583
C -4.436 -3.045 -0.373 0.2174 -0.1898 0.4073
C -3.129 1.196 1.684 -0.1928 -0.6040 -0.2332
H -2.346 3.774 0.463 0.0645 -0.0243 -0.0800
H -1.231 3.169 2.946 0.0418 -0.0407 0.0801
H 3.475 -1.168 0.457 0.2799 -0.1229 -0.0401
H -3.345 -4.468 0.928 -0.3912 0.5792 -0.5220
H -5.115 -1.364 -1.633 0.3090 -0.4572 0.0018
H -2.020 2.693 -0.933 -0.0683 0.2834 0.0956
H 0.217 -3.660 -0.354 0.1623 -0.0746 -0.4111
H -0.631 1.527 3.397 -0.1712 0.3158 -0.0793
H -3.540 1.996 2.295 -0.0753 0.1074 0.0626
H 0.364 2.579 2.360 -0.2504 0.1711 0.1615
H 2.844 -0.197 -2.073 0.1062 -0.1847 -0.2618
H 3.628 -2.715 -0.417 -0.0826 -0.0356 -0.1723
H 1.621 1.702 -2.619 -0.4488 -0.0766 0.2112
H -3.756 1.022 0.805 -0.0747 0.0507 0.2081
H -0.074 -3.013 -1.990 -0.0214 -0.0963 -0.0499
H 2.685 -2.631 1.095 0.3515 -0.2706 -0.1732
H -2.948 -0.189 -1.475 -0.2400 -0.0029 0.1033
H -3.068 0.269 2.265 -0.1646 0.1784 0.0318
H -5.339 -3.648 -0.445 0.1289 0.1772 -0.1400
H 1.605 -1.029 -3.083 0.4556 -0.0602 -0.0822
H 0.365 2.493 -1.618 0.2406 -0.0743 -0.1317
H -0.049 1.923 -3.251 0.3927 -0.5236 0.5492
H -0.458 -2.515 1.696 -1.2771 -0.7045 -0.4985
H 1.457 -3.876 -1.641 0.0717 0.2095 0.0378
H -1.339 -4.006 1.776 0.0468 0.0342 0.1777
H 3.050 -1.920 -2.514 -0.0499 -0.0176 0.1715
H -0.663 3.518 -0.105 -0.2114 0.1017 0.0487
```
Forces are in eV/Å.

Properties
**⟨S²⟩**: 6.03
**Charge**: +3
**LUMO level (alpha / beta)**: -11.49 / -14.16 eV
**Multiplicity**: 5
**Gap between HOMO and LUMO (alpha / beta)**: 0.241 / 0.141 Eh
**Electronic energy**: -60698.3815 eV

# 3
C5H12N4 in the gas phase in a non-equilibrium geometry, computed with the ωB97M-V functional and the def2-TZVPD basis.

Structure (XYZ):
```
21
Properties=species:S:1:pos:R:3:forces:R:3
N 1.682 1.912 -0.216 -0.5740 -1.1888 -0.9159
N 0.256 -1.086 1.262 0.2693 0.5074 0.0276
N 2.002 -1.418 -0.926 -0.1101 0.1402 0.3620
N 1.066 -0.338 -0.919 -1.4135 0.3037 0.4380
C -1.215 0.617 -0.103 1.0726 -0.9418 -0.0815
C 1.646 0.925 -1.041 1.2459 1.0969 0.8000
C -1.870 1.114 1.143 -0.1422 0.1940 0.6753
C -0.089 -0.477 -0.010 -0.4015 0.2072 -0.6578
C -1.442 -0.782 -0.599 0.1285 -0.2257 -0.8144
H 2.225 1.011 -1.975 -0.1439 0.0575 0.3139
H 1.154 1.656 0.627 0.0734 0.0997 -0.0946
H 2.577 -1.366 -1.767 -0.4171 -0.0164 0.0398
H -1.493 -0.924 -1.673 0.0009 0.0146 0.0752
H 2.639 -1.272 -0.138 0.0216 -0.0386 -0.2160
H -0.572 -1.382 1.772 0.1516 0.0882 -0.1470
H -2.109 -1.432 -0.042 0.0557 0.0245 0.1207
H 0.810 -1.919 1.064 -0.2555 0.0936 0.0494
H -1.124 1.312 1.922 -0.1963 -0.0228 0.0191
H -2.604 0.399 1.528 0.1112 0.0977 0.0814
H -1.145 1.394 -0.856 0.4816 -0.2985 -0.1366
H -2.394 2.055 0.948 0.0417 -0.1926 0.0615
```
Forces are in eV/Å.

Properties
**SMILES**: [H]/N=C\N(N)[C@]1(N)C[C@H]1C
**Energy above the lowest of the compared OMol25 structures with the same formula, charge and spin**: 60.8 kcal per mole
**LUMO level**: 0.97 eV
**Multiplicity**: 1
**Gap between HOMO and LUMO**: 0.350 Eh
**Electronic energy**: -11337.5837 eV